(1)
Here is one molecule with the formula C5H4N2 at a distorted geometry from OMol25. Energies are from wB97M-V/def2-TZVPD.

Last columns: bonded neighbours and bond lengths (Å).
Positions of all 11 atoms, in Å:
1 C -0.553 0.674 -2.415  C2 1.210, H8 1.073
2 C -0.229 0.255 -1.328  C1 1.210, C3 1.454
3 C -0.052 -0.262 0.020  C2 1.454, C4 1.482, N6 1.755, C7 1.445
4 C 0.336 0.708 1.072  C3 1.482, N5 1.268, H9 1.097
5 N 1.143 0.358 1.986  C4 1.268, H10 1.017
6 N 0.667 -1.772 0.551  C3 1.755, C7 1.236
7 C -0.509 -1.620 0.202  C3 1.445, N6 1.236, H11 1.078
8 H -0.791 1.040 -3.396  C1 1.073
9 H -0.053 1.725 0.943  C4 1.097
10 H 1.303 1.124 2.636  N5 1.017
11 H -1.261 -2.230 -0.271  C7 1.078

Its multiplicity is 1. As for the HOMO energy: -9.00 eV. As for the total charge: 0. The orbital gap is 9.5444 eV.


(2)
Here is one molecule with the formula C4H9N3O at a distorted geometry from OMol25. Energies are from wB97M-V/def2-TZVPD.

Last columns: bonded neighbours and bond lengths (Å).
Positions of all 17 atoms, in Å:
1 C 1.670 -0.298 0.780  N14 1.376, N15 1.200, N16 1.366
2 C -0.818 -0.640 0.451  C3 1.559, H8 1.110, H9 1.315, N16 1.435
3 C -1.872 -0.116 -0.570  C2 1.559, C4 1.486, H10 1.143, H11 1.165
4 C -1.036 0.910 -1.246  C3 1.486, H12 1.136, H13 1.010, O17 1.508
5 H 1.857 1.453 -0.340  N14 1.132
6 H 3.310 0.936 0.521  N14 1.037
7 H 1.316 -2.132 1.417  N15 1.140
8 H -1.109 -1.711 0.459  C2 1.110
9 H -1.155 -0.465 1.711  C2 1.315
10 H -2.803 0.277 -0.034  C3 1.143
11 H -2.266 -1.004 -1.213  C3 1.165
12 H -1.557 1.912 -1.122  C4 1.136
13 H -0.672 0.499 -2.094  C4 1.010
14 N 2.452 0.578 0.061  C1 1.376, H5 1.132, H6 1.037
15 N 2.023 -1.237 1.440  C1 1.200, H7 1.140
16 N 0.468 -0.067 0.175  C1 1.366, C2 1.435, O17 1.331
17 O 0.194 1.105 -0.395  C4 1.508, N16 1.331

Its multiplicity is 1. As for the HOMO energy: -8.12 eV. As for the total charge: 0. The orbital gap is 8.8418 eV.


(3)
Here is an isolated ion of composition C7H15N2 and charge +1 at a distorted geometry from OMol25. Energies are from wB97M-V/def2-TZVPD.

Last columns: bonded neighbours and bond lengths (Å).
Positions of all 24 atoms, in Å:
1 C 1.856 -0.200 -0.034  C2 1.552, C4 1.479, N8 1.270
2 C 1.380 0.999 0.830  C1 1.552, N9 1.517, H10 1.039, H11 1.124
3 C -0.433 -0.537 0.199  C5 1.475, C7 1.524, N8 1.526, N9 1.552
4 C 3.148 -0.127 -0.749  C1 1.479, H12 1.087, H13 1.023, H14 1.011
5 C -1.063 -1.511 1.111  C3 1.475, H15 1.064, H16 1.132, H17 1.139
6 C -2.554 0.493 -0.759  C7 1.558, H18 1.085, H19 1.025, H20 1.080
7 C -1.255 -0.311 -1.065  C3 1.524, C6 1.558, H21 1.113, H22 1.171
8 N 0.897 -0.926 -0.440  C1 1.270, C3 1.526
9 N -0.114 0.770 0.972  C2 1.517, C3 1.552, H23 1.069, H24 1.022
10 H 1.852 1.237 1.724  C2 1.039
11 H 1.505 2.047 0.444  C2 1.124
12 H 2.992 -0.872 -1.526  C4 1.087
13 H 4.046 -0.270 -0.281  C4 1.023
14 H 3.286 0.784 -1.166  C4 1.011
15 H -1.948 -1.828 0.613  C5 1.064
16 H -1.470 -0.942 2.001  C5 1.132
17 H -0.445 -2.403 1.459  C5 1.139
18 H -2.674 1.004 -1.708  C6 1.085
19 H -2.479 1.279 -0.106  C6 1.025
20 H -3.427 -0.102 -0.535  C6 1.080
21 H -0.703 0.371 -1.749  C7 1.113
22 H -1.349 -1.287 -1.704  C7 1.171
23 H -0.489 0.772 1.973  N9 1.069
24 H -0.559 1.558 0.497  N9 1.022

Its multiplicity is 1. As for the HOMO energy: -14.64 eV. As for the total charge: +1. The orbital gap is 11.3552 eV.


(4)
Here is a 2-piece molecular cluster, F2O2S overall at a distorted geometry from OMol25. Energies are from wB97M-V/def2-TZVPD.

Last columns: bonded neighbours and bond lengths (Å).
Positions of all 5 atoms, in Å:
1 O -1.725 0.018 0.380  S5 1.409
2 O 0.321 0.939 1.610  S5 1.446
3 F -0.057 1.174 -0.804  S5 1.644
4 F 1.804 -2.381 -1.713  no bonds
5 S -0.343 0.250 0.526  O1 1.409, O2 1.446, F3 1.644

Its multiplicity is 1. As for the HOMO energy (alpha / beta): -11.60 / -13.14 eV. As for the total charge: 0. The orbital gap (alpha / beta) is 7.0405 / 9.5807 eV.


Energy relative to the best compared isomer or geometry (same formula, charge and spin) for the records above, in order: 116.1 135.3 45.2 108.5 kcal per mole
Energy for the records above, in order: -302.243322 -397.134970 -384.924793 -748.217073 a.u.